C5H12O2 | ωB97M-V/def2-TZVPD

Its SMILES is CC[C@@H](O)[C@@H](C)O. Its net charge is 0. The orbital gap comes out at 10.87 eV. For the total energy, the calculation gives -9474.5156 eV.

Each atom is followed by the atoms it is bonded to, with distances in Å.
Cartesian coordinates (Å):
1 C 2.334 0.232 1.332  C2 1.528, H8 1.094, H9 1.097, H10 1.095
2 C 0.890 0.649 1.062  C1 1.528, C3 1.530, H11 1.098, H12 1.099
3 C 0.311 -0.057 -0.166  C2 1.530, O4 1.414, C5 1.538, H13 1.099
4 O 0.316 -1.461 0.011  C3 1.414, H14 0.977
5 C -1.146 0.324 -0.482  C3 1.538, C6 1.521, O7 1.440, H15 1.098
6 C -1.551 -0.149 -1.870  C5 1.521, H16 1.096, H17 1.096, H18 1.095
7 O -1.945 -0.328 0.523  C5 1.440, H19 0.967
8 H 2.406 -0.858 1.396  C1 1.094
9 H 3.002 0.565 0.528  C1 1.097
10 H 2.706 0.657 2.271  C1 1.095
11 H 0.260 0.404 1.928  C2 1.098
12 H 0.829 1.737 0.920  C2 1.099
13 H 0.932 0.179 -1.041  C3 1.099
14 H -0.502 -1.585 0.529  O4 0.977
15 H -1.287 1.408 -0.379  C5 1.098
16 H -1.255 -1.197 -1.989  C6 1.096
17 H -2.634 -0.053 -2.003  C6 1.096
18 H -1.068 0.429 -2.664  C6 1.095
19 H -2.599 -0.896 0.093  O7 0.967